{
  "formula": "C45H54Br2ClN2O2PdSi",
  "method": "the ωB97M-V functional and the def2-TZVPD basis",
  "charge": 1,
  "energy_ev": -218574.4892,
  "gap_ev": 4.5,
  "relative_energy_ev": 0.463,
  "spin_multiplicity": 1,
  "species": ["Pd", "O", "C", "C", "C", "C", "C", "C", "C", "O", "N", "N", "C", "C", "Br", "C", "C", "C", "C", "C", "C", "C", "H", "H", "H", "H", "H", "H", "H", "H", "H", "H", "H", "H", "H", "H", "C", "C", "C", "C", "C", "C", "C", "C", "C", "C", "H", "H", "H", "H", "H", "H", "H", "Cl", "C", "C", "C", "C", "C", "C", "C", "H", "H", "H", "H", "H", "H", "C", "C", "C", "C", "Si", "Br", "C", "C", "C", "C", "C", "C", "C", "C", "H", "H", "H", "H", "H", "H", "H", "H", "H", "H", "H", "H", "H", "H", "H", "H", "H", "H", "H", "H", "H", "H", "H", "H", "H", "H", "H"],
  "coordinates": [[0.27015, -0.21566, 0.47264], [-0.11016, 1.61025, 2.63680], [0.98074, 2.34135, 2.28373], [1.93761, 2.58929, 3.26407], [3.07347, 3.31355, 2.95988], [3.26391, 3.80577, 1.67302], [2.30778, 3.55089, 0.70466], [1.15993, 2.81018, 0.97938], [0.17089, 2.49726, -0.15900], [-0.80443, 1.57689, 0.16017], [0.89506, 1.96541, -1.31818], [1.57135, 0.78299, -1.03653], [2.57517, 0.56089, -1.80015], [3.38643, -0.63311, -1.99714], [2.57404, -2.33255, -1.86494], [4.65388, -0.55491, -2.41250], [5.42824, 0.69466, -2.45508], [6.27601, 0.94712, -3.53480], [7.00393, 2.12281, -3.59285], [6.91286, 3.05108, -2.56285], [6.09742, 2.79565, -1.47025], [5.35967, 1.62269, -1.41339], [-0.70291, 1.62202, 1.83849], [1.76735, 2.19472, 4.25743], [3.81147, 3.50029, 3.72914], [4.14213, 4.38993, 1.43214], [2.45878, 3.94686, -0.29532], [-0.26928, 3.43824, -0.51820], [1.48254, 2.63806, -1.80031], [2.90148, 1.39042, -2.42810], [5.15666, -1.46609, -2.71525], [6.35381, 0.22038, -4.33434], [7.64988, 2.31443, -4.43910], [7.49076, 3.96461, -2.60593], [6.04668, 3.50312, -0.65282], [4.75511, 1.40319, -0.54013], [5.23400, -1.23825, 2.72793], [4.59418, -0.15741, 2.08646], [3.32502, -0.29222, 1.59940], [2.62200, -1.51959, 1.71997], [1.30515, -1.71926, 1.21322], [0.67327, -2.91594, 1.38636], [1.30814, -3.98416, 2.06573], [2.57490, -3.83085, 2.54126], [3.26110, -2.59829, 2.38431], [4.57735, -2.42496, 2.87726], [6.23936, -1.11944, 3.10994], [5.10247, 0.79453, 1.99492], [2.84794, 0.56482, 1.14168], [-0.33647, -3.06423, 1.01694], [0.77948, -4.91959, 2.20037], [3.07554, -4.64328, 3.05343], [5.05426, -3.25790, 3.37983], [-4.25070, -0.55563, -1.99765], [-3.38552, -2.00314, -1.76710], [-4.06725, -3.19249, -1.65422], [-3.35191, -4.37174, -1.46536], [-1.95289, -4.39926, -1.40181], [-1.26384, -3.22708, -1.52870], [-1.95408, -1.98869, -1.70688], [-1.22531, -0.83208, -1.79243], [-5.14659, -3.20339, -1.70289], [-3.90291, -5.29891, -1.36811], [-1.43482, -5.33620, -1.25594], [-0.18194, -3.19661, -1.48346], [-1.66211, 0.15496, -1.88593], [-0.14227, -0.90285, -1.80543], [-6.53056, -1.40432, 3.57394], [-5.43858, -1.24644, 2.49980], [-6.00191, -0.39511, 1.35362], [-5.15007, -2.63592, 1.91091], [-3.89670, -0.40064, 3.27696], [-2.24178, -0.94359, 1.69124], [-4.02009, 1.50361, 3.37275], [-3.91638, 2.16741, 1.98890], [-2.90305, 2.09221, 4.24826], [-5.36171, 1.90225, 4.01720], [-3.23053, -1.25548, 4.85230], [-1.75333, -0.91562, 5.11757], [-4.06274, -0.81858, 6.07213], [-3.32275, -2.78390, 4.73509], [-7.44638, -1.76757, 3.09759], [-6.77402, -0.46588, 4.07291], [-6.25189, -2.13146, 4.33671], [-6.82921, -0.93603, 0.88242], [-5.24862, -0.19974, 0.58972], [-6.39556, 0.56011, 1.69485], [-6.08646, -3.04248, 1.51343], [-4.76896, -3.34368, 2.64339], [-4.43280, -2.58199, 1.09183], [-2.99773, 1.90454, 1.46258], [-3.91548, 3.25299, 2.12807], [-4.75796, 1.92706, 1.34199], [-1.90774, 1.82413, 3.90117], [-3.00105, 1.80071, 5.29351], [-2.97955, 3.18341, 4.21160], [-6.22443, 1.63504, 3.40835], [-5.37605, 2.98951, 4.13705], [-5.49452, 1.46552, 5.00878], [-1.59743, 0.13478, 5.35057], [-1.11134, -1.17372, 4.27430], [-1.41501, -1.49868, 5.97945], [-3.97912, 0.24828, 6.27612], [-3.69391, -1.34658, 6.95649], [-5.12070, -1.06276, 5.96558], [-2.77976, -3.16060, 3.86521], [-4.35221, -3.13821, 4.68711], [-2.86773, -3.23055, 5.62380]]
}

***

{
  "formula": "C4H6OS",
  "method": "the ωB97M-V functional and the def2-TZVPD basis",
  "charge": 0,
  "energy_ev": -17123.4277,
  "gap_ev": 8.4,
  "relative_energy_ev": 4.702,
  "spin_multiplicity": 1,
  "species": ["C", "C", "C", "C", "H", "H", "H", "H", "H", "H", "O", "S"],
  "coordinates": [[-2.29464, -0.69878, -0.11465], [-0.98734, -0.59981, 0.32629], [0.83919, 0.88969, 0.30227], [1.81550, -0.07167, -0.36047], [-2.48556, 0.50907, -0.72195], [-2.85804, -1.61732, -0.10546], [-0.64433, -1.06534, 1.18008], [1.22638, 1.75856, -0.43009], [0.90606, 1.13327, 1.48414], [1.61444, -0.32217, -1.47807], [-0.44573, 0.57772, -0.13902], [3.31406, -0.49321, 0.05692]]
}

***

{
  "formula": "C15H31CdIP2",
  "method": "the ωB97M-V functional and the def2-TZVPD basis",
  "charge": 0,
  "energy_ev": -47299.5527,
  "gap_ev": 8.4,
  "relative_energy_ev": 0.000,
  "spin_multiplicity": 1,
  "species": ["P", "P", "C", "C", "H", "H", "H", "H", "C", "H", "H", "H", "C", "H", "H", "H", "C", "H", "H", "H", "C", "H", "H", "H", "Cd", "C", "C", "C", "C", "C", "C", "C", "C", "C", "H", "H", "H", "H", "H", "H", "H", "H", "H", "H", "H", "H", "H", "H", "H", "I"],
  "coordinates": [[0.76865, 2.61208, -0.16190], [-0.48182, 1.06433, -2.56974], [0.93402, 3.40553, -1.86233], [-0.15033, 2.90121, -2.82008], [1.94182, 3.16113, -2.23893], [0.85934, 4.49815, -1.73339], [-1.10430, 3.43008, -2.65380], [0.15895, 3.04878, -3.86825], [0.63279, 0.46236, -3.90427], [0.41127, -0.59637, -4.08646], [1.68514, 0.56576, -3.61251], [0.44058, 1.04219, -4.81636], [-2.05040, 0.99844, -3.50146], [-1.92220, 1.46392, -4.48480], [-2.83608, 1.51809, -2.94454], [-2.33206, -0.05141, -3.62632], [2.41121, 3.10322, 0.46527], [2.44986, 2.88216, 1.53621], [2.56754, 4.17569, 0.30615], [3.19208, 2.53413, -0.04827], [-0.20809, 3.96759, 0.60829], [-1.23911, 3.96795, 0.23504], [0.27182, 4.92740, 0.37756], [-0.21753, 3.81194, 1.69373], [-1.01813, -4.61532, 2.72542], [-1.53359, -2.54953, 0.38846], [-0.31075, -2.90325, -0.02043], [0.86206, -1.99798, -0.21288], [1.77976, -1.75401, 1.02078], [1.10700, -1.51260, 2.33608], [-0.08171, -0.92681, 2.54414], [-0.94375, -0.26627, 1.51655], [-1.98431, -1.18605, 0.81664], [-0.10405, -4.13183, 4.62120], [-2.34429, -3.27054, 0.21899], [-0.13295, -3.94676, -0.31017], [0.51320, -1.03379, -0.59947], [1.50513, -2.45359, -0.98319], [2.44448, -2.62652, 1.14212], [2.44309, -0.90217, 0.79555], [1.67270, -1.83294, 3.21759], [-0.48399, -0.91373, 3.56162], [-0.31862, 0.24115, 0.76630], [-1.51691, 0.51768, 2.03895], [-2.85608, -1.26058, 1.49080], [-2.34944, -0.67489, -0.08890], [-0.84509, -4.52542, 5.33718], [0.06018, -3.05573, 4.76465], [0.83416, -4.68946, 4.76861], [-2.58125, -6.62337, 1.85456]]
}

***

> Number 2 is which compound?

C4H6OS